Record 1
Density functional theory data (ωB97M-V/def2-TZVPD) for C32H32N5O6S3Tl as an isolated structure.

The geometry in ORCA input format:
```
! RIJCOSX wB97M-V def2-TZVPD def2/J DEFGRID3
* xyz -2 1
Tl 0.13 0.23 -0.39
C 0.44 1.98 5.11
C -0.36 0.79 4.57
S 0.01 0.22 2.89
C 1.62 -0.60 3.02
C 2.84 0.27 3.23
S 3.38 1.20 1.72
C 2.08 2.62 1.86
C 2.10 3.35 3.20
S 0.48 3.47 4.05
H 1.46 1.72 5.35
H -0.04 2.31 6.04
H -1.41 1.07 4.50
H -0.26 -0.06 5.26
H 1.75 -1.08 2.04
H 1.55 -1.37 3.79
H 3.70 -0.37 3.43
H 2.72 0.97 4.05
H 1.12 2.21 1.61
H 2.38 3.28 1.05
H 2.39 4.39 3.06
H 2.79 2.92 3.92
O -7.48 0.37 -0.19
C -6.77 1.40 -0.19
O -7.11 2.60 -0.22
C -5.24 1.13 -0.13
C -4.76 -0.17 -0.15
C -3.40 -0.39 -0.16
N -2.50 0.59 -0.14
C -2.94 1.85 -0.11
C -4.30 2.16 -0.11
C -1.89 2.99 -0.14
O -2.33 4.14 -0.08
O -0.68 2.63 -0.23
H -5.47 -0.99 -0.17
H -3.00 -1.40 -0.20
H -4.61 3.19 -0.10
N -2.25 -6.75 0.97
C -2.06 -5.46 1.43
O -2.78 -5.01 2.30
C -0.92 -4.72 0.85
C 0.12 -5.32 0.14
C 1.15 -4.54 -0.35
C 1.11 -3.17 -0.14
N 0.12 -2.58 0.53
C -0.86 -3.33 1.01
H -3.13 -7.15 1.24
H -1.94 -6.97 0.04
H 0.15 -6.40 0.01
H 1.98 -4.99 -0.88
H 1.89 -2.51 -0.51
H -1.64 -2.83 1.57
N -0.99 1.12 -7.80
C -0.12 0.24 -7.22
O 0.73 -0.32 -7.89
C -0.25 0.04 -5.76
C -1.10 0.78 -4.93
C -1.19 0.46 -3.59
N -0.47 -0.51 -3.02
C 0.38 -1.18 -3.79
C 0.51 -0.96 -5.15
H -0.99 1.16 -8.80
H -1.82 1.42 -7.32
H -1.70 1.60 -5.31
H -1.86 1.00 -2.93
H 0.98 -1.93 -3.29
H 1.19 -1.54 -5.76
C 3.28 -0.06 0.63
C 3.49 0.04 -0.76
C 3.89 -1.14 -1.47
C 3.99 -1.16 -2.85
C 3.68 -0.03 -3.62
C 3.30 1.13 -2.96
C 3.21 1.18 -1.58
H 4.12 -2.02 -0.89
H 4.32 -2.07 -3.34
H 3.75 -0.06 -4.70
H 3.05 2.02 -3.53
H 2.90 2.10 -1.08
*
```

Calculated values
Maximum force in eV/Å: 0.88
HOMO level in eV: -0.64
DFT total energy in Ha: -3330.9006

Need the Löwdin charges? In units of e they are: Tl 0.89; C -0.55; C -0.52; S 0.81; C -0.53; C -0.42; S 0.92; C -0.41; C -0.53; S 0.85; H 0.05; H 0.06; H 0.07; H 0.07; H 0.01; H 0.08; H 0.07; H 0.03; H -0.02; H 0.07; H 0.06; H 0.05; O -0.08; C -0.70; O -0.06; C -0.10; C -0.02; C -0.15; N 0.01; C -0.19; C 0.05; C -0.65; O -0.01; O -0.21; H 0.10; H 0.09; H 0.12; N 0.14; C -0.50; O 0.07; C -0.13; C -0.03; C -0.05; C -0.12; N 0.03; C -0.06; H 0.10; H 0.08; H 0.10; H 0.10; H 0.08; H 0.12; N 0.16; C -0.50; O 0.05; C -0.13; C 0.00; C -0.12; N 0.00; C -0.12; C 0.00; H 0.10; H 0.08; H 0.11; H 0.11; H 0.11; H 0.12; C -0.46; C -0.45; C -0.12; C -0.16; C -0.18; C -0.14; C -0.12; H 0.08; H 0.08; H 0.07; H 0.09; H 0.08

---

Record 2
Density functional theory data (ωB97M-V/def2-TZVPD) for a 2-piece molecular cluster, C32H32O2PS2 overall at a distorted geometry.

The geometry in ORCA input format:
```
! RIJCOSX wB97M-V def2-TZVPD def2/J DEFGRID3
* xyz 1 1
C 1.53 -3.06 -3.52
C 0.78 -2.21 -2.52
O 1.16 -0.84 -2.72
C 0.62 -0.03 -1.76
C 0.86 1.37 -2.02
P 0.14 2.54 -0.97
C 1.07 2.74 0.58
C 1.19 3.99 1.21
C 1.96 4.12 2.37
C 2.63 3.01 2.90
C 2.51 1.77 2.27
C 1.73 1.63 1.12
C 0.13 4.16 -1.78
C -1.06 4.87 -2.05
C -1.01 6.06 -2.78
C 0.21 6.57 -3.23
C 1.39 5.88 -2.95
C 1.36 4.68 -2.23
C -1.56 2.14 -0.51
C -1.96 1.99 0.83
C -3.26 1.60 1.13
C -4.19 1.36 0.11
C -3.80 1.51 -1.23
C -2.49 1.90 -1.54
O 0.00 -0.50 -0.79
H 1.24 -4.10 -3.40
H 1.31 -2.73 -4.54
H 2.61 -2.97 -3.35
H -0.31 -2.31 -2.66
H 1.03 -2.53 -1.50
H 1.44 1.64 -2.89
H 0.68 4.87 0.79
H 2.04 5.09 2.86
H 3.25 3.12 3.79
H 3.04 0.90 2.66
H 1.62 0.66 0.63
H -2.01 4.48 -1.69
H -1.94 6.59 -3.00
H 0.24 7.50 -3.81
H 2.35 6.26 -3.30
H 2.28 4.14 -2.02
H -1.24 2.17 1.63
H -3.55 1.48 2.17
H -5.21 1.06 0.35
H -4.50 1.33 -2.04
H -2.18 2.01 -2.59
C 2.17 -5.95 -0.99
C 2.77 -5.36 0.12
C 1.99 -4.72 1.09
C 0.59 -4.65 0.95
C -0.23 -3.98 1.96
S -1.92 -3.97 1.72
C -2.64 -2.93 3.03
C -2.05 -3.20 4.41
C -0.66 -2.60 4.44
S 0.56 -3.45 3.38
C -0.01 -5.26 -0.18
C 0.78 -5.90 -1.14
H 2.78 -6.45 -1.75
H 3.85 -5.39 0.24
H 2.48 -4.27 1.95
H -2.48 -1.89 2.73
H -3.71 -3.16 2.99
H -2.67 -2.69 5.16
H -2.04 -4.26 4.64
H -0.67 -1.56 4.11
H -0.21 -2.66 5.44
H -1.09 -5.24 -0.30
H 0.29 -6.36 -2.00
*
```

Calculated values
Maximum force in eV/Å: 1.35
HOMO level in eV: -9.39
Energy above the lowest of the compared OMol25 structures with the same formula, charge and spin in kcal per mole: 0.0
DFT total energy in Ha: -2526.5583

Need the Löwdin charges? In units of e they are: C -0.07; C -0.25; O -0.03; C -0.59; C -0.17; P 1.03; C -0.30; C -0.07; C -0.07; C -0.08; C -0.08; C -0.07; C -0.30; C -0.07; C -0.07; C -0.07; C -0.07; C -0.08; C -0.30; C -0.06; C -0.09; C -0.08; C -0.07; C -0.08; O -0.03; H 0.06; H 0.08; H 0.08; H 0.13; H 0.10; H 0.07; H 0.11; H 0.11; H 0.11; H 0.10; H 0.10; H 0.10; H 0.11; H 0.11; H 0.11; H 0.12; H 0.10; H 0.10; H 0.11; H 0.11; H 0.12; C -0.03; C -0.04; C -0.04; C -0.31; C -0.73; S 1.08; C -0.41; C -0.28; C -0.42; S 1.08; C -0.04; C -0.06; H 0.12; H 0.12; H 0.09; H 0.09; H 0.09; H 0.13; H 0.12; H 0.09; H 0.10; H 0.09; H 0.12

---

Record 3
Density functional theory data (ωB97M-V/def2-TZVPD) for C32H33AlN7O4S as an isolated structure.

The geometry in ORCA input format:
```
! RIJCOSX wB97M-V def2-TZVPD def2/J DEFGRID3
* xyz 1 1
Al -1.22 -0.93 -0.62
O -3.50 -0.66 2.73
C -2.76 -1.02 1.83
N -2.11 -0.24 0.94
C -2.42 1.17 1.07
C -2.49 1.79 -0.29
C -2.86 3.11 -0.52
C -2.97 3.55 -1.82
C -2.70 2.67 -2.86
C -2.30 1.39 -2.55
N -2.19 0.96 -1.29
C -2.48 -2.49 1.63
C -3.08 -3.44 2.44
C -2.75 -4.77 2.25
C -1.81 -5.09 1.28
C -1.27 -4.08 0.51
N -1.61 -2.79 0.66
H -3.38 1.29 1.58
H -1.69 1.70 1.69
H -3.06 3.76 0.32
H -3.27 4.57 -2.03
H -2.80 2.98 -3.90
H -2.05 0.67 -3.32
H -3.78 -3.10 3.19
H -3.20 -5.54 2.85
H -1.50 -6.11 1.12
H -0.52 -4.30 -0.25
C 3.63 0.19 -1.07
N 2.21 -0.14 -0.92
C 1.89 -1.14 0.09
C 1.31 0.31 -1.77
O 0.09 0.05 -1.77
H 3.97 0.77 -0.22
H 3.78 0.76 -1.99
H 4.20 -0.73 -1.14
H 2.65 -1.05 0.87
H 1.94 -2.13 -0.37
H 0.36 -1.65 1.31
H 1.70 0.99 -2.54
N 0.55 -0.93 0.63
S 1.07 1.76 2.61
C 2.83 1.47 2.62
C 3.73 2.26 1.92
C 5.09 1.93 1.94
C 5.53 0.81 2.63
C 4.62 0.02 3.32
C 3.27 0.35 3.32
C 0.94 3.41 1.98
C 1.28 4.50 2.78
C 1.15 5.78 2.29
C 0.66 5.99 1.00
C 0.30 4.91 0.21
C 0.45 3.61 0.69
H 0.53 -0.04 1.14
H 3.40 3.13 1.37
H 5.79 2.55 1.41
H 6.58 0.57 2.65
H 4.96 -0.85 3.87
H 2.56 -0.26 3.88
H 1.65 4.32 3.79
H 1.41 6.63 2.91
H 0.55 7.00 0.62
H -0.08 5.07 -0.79
H 0.19 2.76 0.08
C -3.48 -3.31 -3.80
N -2.07 -3.33 -3.40
C -1.14 -4.14 -4.01
C 0.14 -4.17 -3.60
C 0.55 -3.37 -2.45
O 1.68 -3.42 -1.98
N -0.42 -2.55 -1.91
C -1.65 -2.54 -2.39
O -2.45 -1.71 -1.83
H -3.58 -3.83 -4.75
H -3.83 -2.29 -3.91
H -4.10 -3.81 -3.05
H -1.50 -4.73 -4.84
H 0.87 -4.80 -4.09
*
```

Calculated values
Maximum force in eV/Å: 0.61
HOMO level in eV: -10.81
Energy above the lowest of the compared OMol25 structures with the same formula, charge and spin in kcal per mole: 0.0
DFT total energy in Ha: -2564.1896

Need the Löwdin charges? In units of e they are: Al 0.12; O 0.07; C -0.45; N 0.03; C -0.11; C -0.22; C -0.01; C -0.04; C -0.04; C -0.09; N 0.09; C -0.15; C 0.03; C -0.03; C -0.03; C -0.08; N 0.09; H 0.14; H 0.11; H 0.13; H 0.12; H 0.11; H 0.12; H 0.13; H 0.12; H 0.11; H 0.11; C 0.01; N -0.07; C -0.14; C -0.19; O 0.02; H 0.07; H 0.10; H 0.11; H 0.13; H 0.11; H 0.12; H 0.16; N 0.08; S 1.02; C -0.51; C -0.11; C -0.09; C -0.08; C -0.08; C -0.13; C -0.54; C -0.09; C -0.06; C -0.07; C -0.07; C -0.11; H 0.02; H 0.11; H 0.11; H 0.11; H 0.11; H 0.11; H 0.12; H 0.11; H 0.11; H 0.11; H 0.09; C 0.02; N -0.03; C -0.03; C 0.03; C -0.47; O 0.03; N 0.17; C -0.45; O 0.07; H 0.09; H 0.10; H 0.10; H 0.13; H 0.12

---

Question: Which value of maximum force does entry 2 give?
Answer: 1.35 eV/Å

---

Question: Which formula does entry 3 have?
Answer: C32H33AlN7O4S

---

Question: What is the DFT total energy in the first record?
Answer: -3330.9006 Ha

---

Question: Which value of maximum force does entry 3 give?
Answer: 0.61 eV/Å